ORCA calculation (wB97M-V/def2-TZVPD) on a structure of composition CF3OSY in a non-equilibrium geometry.

Element x y z (Å)
Y -1.425 0.986 -1.157
S 0.122 -0.111 1.761
O -1.015 0.469 0.885
C 1.024 -1.043 0.719
F 2.078 -1.638 1.121
F -0.132 1.208 -2.639
F 0.576 -1.454 -0.400

Atomic forces in eV per Å
0.66 0.48 -1.27
1.09 0.20 0.65
-0.26 0.00 -1.57
0.21 -1.28 1.72
-0.47 0.59 -0.30
-1.22 -0.37 1.82
-0.02 0.39 -1.05

multiplicity: 1
HOMO-LUMO gap: 9.04 eV
net charge: +2

***

ORCA calculation (wB97M-V/def2-TZVPD) on the molecule CF4N2O in a non-equilibrium geometry.

Element x y z (Å)
O 1.753 -0.911 -1.000
C 0.666 -0.473 -1.153
F 0.015 -0.410 -2.258
N -0.128 0.105 -0.042
F -1.431 0.384 -0.593
N 0.074 0.234 1.288
F -0.891 -0.440 2.004
F -0.060 1.511 1.755

Atomic forces in eV per Å
-0.62 0.28 -0.16
1.28 0.01 3.29
-0.52 0.15 -0.45
-1.38 0.46 -1.39
0.68 0.19 1.34
1.19 -1.48 -1.73
-0.17 0.08 -0.33
-0.45 0.30 -0.57

multiplicity: 1
SMILES string: O=C(F)N(F)N(F)F
HOMO-LUMO gap: 12.36 eV
ΔE to the lowest compared entry with this formula, charge and spin: 127.8 kcal/mol

***

| no. | highest occupied orbital energy (eV) | E_tot (eV) |
| --- | --- | --- |
| 1 | -19.85 | -23096.5929 |
| 2 | -12.00 | -16927.6754 |